ORCA calculation (ωB97M-V with the def2-TZVPD basis set) on a structure of composition C24H32B2N12V.

Geometry as XYZ:
```
71
Properties=species:S:1:pos:R:3
V -0.127 -0.109 -0.108
N -0.826 -2.591 -0.815
N 1.889 0.019 0.019
N 0.831 2.589 0.845
N 0.058 0.067 -1.973
N 0.058 -1.973 0.067
N -0.826 -0.815 -2.591
N 0.009 0.014 1.902
N 2.572 0.848 0.848
N 0.009 1.902 0.014
N -1.992 0.066 0.066
N -2.607 -0.818 -0.818
N 0.831 0.845 2.589
C -1.489 -4.889 -1.483
C -0.698 -3.912 -0.693
C 3.880 0.672 0.672
C -3.928 -0.697 -0.697
C 0.676 3.895 0.644
C -4.901 -1.490 -1.490
C -0.698 -0.692 -3.912
C -0.667 2.818 -0.720
C -2.734 1.779 1.779
C -2.991 0.744 0.744
C -0.667 -0.720 2.818
C 2.808 -0.683 -0.683
C 0.285 0.284 -4.170
C -1.488 -1.483 -4.889
C -0.279 4.088 -0.353
C 0.742 0.741 -2.964
C 0.742 -2.964 0.741
C 4.077 -0.303 -0.302
C -0.279 -0.353 4.088
C 1.783 1.773 -2.708
C -4.191 0.284 0.284
C 0.285 -4.170 0.284
C 0.676 0.644 3.895
C 1.783 -2.708 1.773
B 1.762 1.782 1.782
B -1.747 -1.737 -1.737
H 2.720 -3.175 1.468
H -2.558 -1.306 -4.766
H -1.313 -4.764 -2.553
H -1.207 -1.204 -5.901
H -5.168 0.607 0.607
H -2.428 -2.422 -2.423
H -1.312 -2.553 -4.764
H 2.720 1.468 -3.174
H 1.246 4.614 1.213
H -5.914 -1.212 -1.212
H -2.174 1.373 2.621
H -4.774 -2.559 -1.313
H -4.774 -1.313 -2.559
H 4.597 1.243 1.243
H 0.615 -5.145 0.607
H 2.512 -1.416 -1.416
H 1.246 1.213 4.614
H 1.960 -1.651 1.947
H -1.392 2.518 -1.460
H 1.485 -3.174 2.714
H 0.615 0.607 -5.145
H -1.392 -1.460 2.518
H -0.634 5.026 -0.746
H -2.558 -4.766 -1.306
H -1.208 -5.901 -1.204
H 5.017 -0.675 -0.675
H 2.448 2.468 2.468
H -0.634 -0.746 5.026
H -2.174 2.621 1.373
H -3.686 2.151 2.151
H 1.960 1.947 -1.651
H 1.485 2.714 -3.173
```

The value obtained for the HOMO-LUMO gap is 6.0 eV. For the LUMO energy, the calculation gives -11.928 eV. Its total charge is +3.


ORCA calculation (ωB97M-V with the def2-TZVPD basis set) on a cluster of 3 separate species, C3H5N3OS in total.

Geometry as XYZ:
```
13
Properties=species:S:1:pos:R:3
S -2.314 -0.174 0.172
O 2.534 -0.769 -0.100
N 0.938 1.162 1.064
N 0.257 -0.474 -0.113
N 0.078 1.658 -1.048
C 0.448 0.846 -0.113
C -1.074 -1.067 -0.105
C 1.380 -1.253 -0.093
H 2.248 0.690 0.826
H 0.366 2.580 -0.979
H 1.143 -2.318 0.023
H 0.434 2.429 1.277
H -0.879 -2.014 -0.547
```

The value obtained for the HOMO-LUMO gap is 8.7 eV. For the LUMO energy, the calculation gives -0.595 eV. Its total charge is 0. For the relative energy (zero: lowest compared OMol25 entry of this formula, charge and spin), the calculation gives 551.3 kJ/mol.


ORCA calculation (ωB97M-V with the def2-TZVPD basis set) on a structure of composition C3H3CsO4.

Geometry as XYZ:
```
11
Properties=species:S:1:pos:R:3
Cs 3.065 0.999 -0.991
O 2.135 -1.371 0.320
O -0.007 0.366 0.216
O -0.793 2.296 -0.729
O -2.180 0.520 -0.703
C 0.963 -1.717 0.698
C -1.083 1.006 -0.537
C -0.131 -0.879 0.804
H -1.147 -1.205 1.027
H -1.575 2.757 -1.064
H 0.755 -2.772 0.959
```

The value obtained for the HOMO-LUMO gap is 5.4 eV. For the LUMO energy, the calculation gives -0.677 eV. Its total charge is 0. For the relative energy (zero: lowest compared OMol25 entry of this formula, charge and spin), the calculation gives 0.0 kJ/mol.


ORCA calculation (ωB97M-V with the def2-TZVPD basis set) on a cluster of 3 separate species, C31H54F4N7O12P2 in total.

Geometry as XYZ:
```
110
Properties=species:S:1:pos:R:3
P 6.868 0.660 -3.803
P -9.292 0.751 -1.519
F -4.357 0.645 1.224
F 3.898 -2.794 1.780
F -3.897 -0.732 -0.436
F -3.010 1.228 -0.346
O 6.922 0.686 -5.486
O 7.020 0.766 -2.130
O 3.829 -0.649 2.359
O 3.118 5.308 1.905
O 1.407 4.265 2.925
O -10.833 0.106 -1.467
O 7.938 -0.581 -3.843
O -9.574 1.958 -2.332
O 0.990 -1.068 3.066
O -9.316 1.023 0.094
O 5.446 0.187 -3.749
O -7.619 0.792 -1.584
N -1.503 -4.090 -0.901
N -2.354 -0.355 1.212
N 0.071 1.398 5.043
N 2.102 -1.543 1.106
N -0.488 -1.158 0.067
N -2.070 -2.717 0.906
N -3.237 -2.526 2.994
C 3.302 -1.572 1.812
C 2.753 4.645 0.692
C -0.189 -4.222 1.134
C 2.178 5.201 2.864
C 1.721 -0.584 -2.185
C -1.332 0.696 3.192
C 3.451 3.283 0.524
C -11.012 -1.159 -0.804
C 2.095 6.269 3.953
C 3.330 2.777 -0.938
C -0.207 1.551 3.819
C 1.882 0.949 -2.048
C 8.280 0.658 -1.456
C -1.194 -3.758 0.317
C -0.693 -4.995 -1.449
C 2.993 1.272 -1.021
C -3.310 -3.067 1.649
C 0.674 -5.176 0.574
C 1.022 -0.913 1.880
C -6.792 0.198 -0.582
C -9.133 2.348 0.580
C 7.543 -1.863 -3.375
C -1.246 0.506 1.662
C 0.264 -1.064 -2.361
C 8.140 1.130 -6.115
C 0.377 -5.509 -0.740
C -3.378 0.198 0.402
C -0.700 -0.546 -1.288
C -1.691 -1.509 0.730
C 0.026 -0.124 1.020
C -2.462 -3.377 3.899
H -7.340 -0.516 0.031
H 0.965 1.489 -1.773
H 2.262 -0.879 -3.097
H 2.237 1.361 -3.004
H -2.302 1.113 3.494
H 0.310 2.311 3.220
H -10.859 -1.048 0.272
H 7.959 1.208 -7.184
H 8.938 0.402 -5.950
H -6.387 0.989 0.048
H -1.715 -0.834 -1.612
H 3.024 6.240 4.534
H 6.583 -1.836 -2.857
H -0.715 0.548 -1.247
H -10.070 2.700 1.010
H 4.274 2.966 -1.466
H 1.883 7.263 3.544
H -0.099 -0.677 -3.325
H -5.962 -0.307 -1.065
H 8.304 -2.236 -2.687
H 1.671 4.579 0.530
H -2.581 -4.461 3.721
H -2.764 -3.195 4.937
H 8.447 2.103 -5.733
H -0.892 -5.304 -2.472
H 9.126 0.802 -2.123
H -8.375 2.331 1.367
H 3.914 0.740 -1.306
H -8.812 3.035 -0.203
H 8.341 -0.329 -0.996
H 2.244 -1.102 -1.371
H -3.389 -4.161 1.743
H 8.316 1.405 -0.663
H 2.570 3.351 -1.495
H -4.191 -2.708 1.108
H -0.055 -3.865 2.154
H 7.479 -2.545 -4.223
H -1.384 -3.154 3.869
H 0.241 -2.161 -2.417
H 1.269 6.005 4.617
H 1.518 -5.589 1.115
H 3.067 2.552 1.246
H -1.268 -0.300 3.655
H 0.632 0.643 0.524
H 1.026 -6.224 -1.248
H -12.034 -1.489 -0.976
H -10.324 -1.908 -1.198
H -4.176 -2.454 3.368
H -0.543 0.665 5.411
H 2.696 0.850 -0.047
H -1.229 1.546 1.301
H 1.772 -2.471 0.850
H 4.506 3.476 0.766
H 3.137 5.274 -0.127
```

The value obtained for the HOMO-LUMO gap is 7.8 eV. For the LUMO energy, the calculation gives -3.837 eV. Its total charge is +1.


ORCA calculation (ωB97M-V with the def2-TZVPD basis set) on a cluster of 5 separate species, C27H61N3O5 in total.

Geometry as XYZ:
```
96
Properties=species:S:1:pos:R:3
O -0.921 4.952 -5.062
O -1.880 1.576 4.560
O -3.108 -3.522 0.246
O -2.166 -0.665 0.470
O 4.570 -1.358 -1.940
N -1.620 0.244 4.151
N 3.755 -1.769 -0.864
N -1.263 3.999 -4.061
C 1.087 3.033 -3.848
C -2.632 -0.649 4.713
C -1.287 2.007 -5.630
C -0.009 -1.486 3.733
C -2.563 2.069 -3.444
C 2.940 -3.530 0.553
C 1.528 -1.467 0.223
C -1.486 1.718 -2.420
C -2.752 -0.515 6.242
C 3.850 -3.202 -0.639
C 0.377 5.090 -2.662
C -0.859 -2.501 4.478
C -2.322 -2.091 4.359
C 1.526 -2.979 0.412
C -0.118 3.749 -3.185
C -3.264 3.498 -5.336
C -3.986 -0.305 4.098
C -2.060 2.918 -4.626
C 0.433 0.824 3.066
C 0.552 0.208 5.490
C 2.913 0.450 -0.446
C 5.278 -3.533 -0.177
C 2.518 -0.978 -0.838
C 1.865 -0.909 -2.231
C 3.459 -4.106 -1.819
C -0.634 2.919 -2.020
C -0.184 -0.041 4.165
H -3.791 4.287 -4.785
H 1.010 -3.448 -0.434
H 2.027 1.089 -0.392
H -3.428 2.547 -2.976
H -3.039 3.885 -6.331
H -4.016 -0.487 3.022
H -0.549 -2.561 5.528
H -0.039 0.541 2.125
H 5.674 -2.701 0.402
H -1.174 0.982 -5.281
H 2.811 -4.621 0.581
H -3.172 0.443 6.541
H -2.912 1.132 -3.890
H 1.163 4.900 -1.927
H 1.517 0.772 2.992
H 3.945 -3.792 -2.751
H -0.345 2.478 -5.883
H -1.790 -0.666 6.729
H 1.898 -1.934 -2.628
H -2.111 2.031 3.743
H -3.425 -1.295 6.609
H 2.393 -4.042 -2.045
H 2.393 -0.283 -2.946
H -1.207 3.576 -1.348
H 0.251 -0.514 6.250
H -0.705 -3.490 4.047
H 3.394 0.461 0.536
H 2.003 3.309 -3.324
H -4.171 0.774 4.166
H 0.806 -0.650 -2.225
H 0.818 5.678 -3.466
H 0.163 1.865 3.259
H -2.559 -2.246 3.290
H 0.948 1.953 -3.856
H -1.654 -0.654 1.285
H 1.024 -1.797 3.924
H 0.911 -3.264 1.270
H 0.513 -1.156 -0.034
H 1.623 0.098 5.328
H -1.855 1.939 -6.561
H 3.736 -5.143 -1.641
H -4.053 2.748 -5.466
H -1.878 1.268 -1.510
H 3.369 -3.282 1.526
H -3.966 -3.335 0.637
H -4.803 -0.758 4.658
H 5.277 -4.415 0.469
H -3.290 -3.675 -0.686
H 3.630 0.880 -1.146
H 1.251 3.359 -4.876
H -0.206 -1.644 2.668
H -3.031 -2.788 4.810
H 0.329 1.206 5.867
H 5.950 -3.777 -1.002
H 4.298 -1.885 -2.705
H 0.197 2.643 -1.359
H -2.617 -1.518 0.483
H 1.780 -0.983 1.170
H -0.805 1.033 -2.942
H -0.413 5.683 -2.200
H -1.636 5.594 -5.015
```

The value obtained for the HOMO-LUMO gap is 8.4 eV. For the LUMO energy, the calculation gives 0.204 eV. Its total charge is 0. For the relative energy (zero: lowest compared OMol25 entry of this formula, charge and spin), the calculation gives 0.0 kJ/mol. As for the SMILES: CC1(C)CCCC(C)(C)N1O.CC1(C)CCCC(C)(C)N1O.CC1(C)CCCC(C)(C)N1O.O.O.


ORCA calculation (ωB97M-V with the def2-TZVPD basis set) on a cluster of 2 separate species, C25H44BN2O9S in total.

Geometry as XYZ:
```
82
Properties=species:S:1:pos:R:3
S 1.631 5.548 3.422
O 2.043 -0.239 -4.262
O 0.034 0.613 -3.847
O 2.300 -1.261 -1.293
O -7.613 -1.954 -1.207
O 2.536 3.413 0.718
O 0.355 -4.250 1.105
O -5.526 0.119 -1.184
O 2.464 -4.156 1.851
O -1.468 3.069 0.065
N 1.854 0.034 1.296
N 0.927 3.101 2.363
C -1.441 1.340 1.924
C 1.229 0.750 -3.864
C 0.791 1.795 0.237
C 1.943 1.997 -3.454
C 2.515 1.244 1.841
C 0.157 -0.580 -0.446
C 1.223 -3.617 1.608
C 3.050 1.231 3.273
C -4.847 -0.608 -2.192
C 4.548 -1.740 -1.873
C 4.479 0.760 3.317
C 0.917 2.362 -1.178
C -7.807 -0.620 -0.769
C 1.060 -2.217 2.133
C 2.241 -1.296 1.764
C -6.897 0.349 -1.488
C 1.712 2.435 1.325
C -2.721 0.596 1.481
C 0.980 0.348 0.389
C 2.215 2.034 -1.949
C 3.138 -2.286 -1.823
C -6.814 -2.730 -0.334
C 0.935 -1.635 -1.257
C 4.887 -0.374 3.876
C 1.240 4.206 2.775
B -0.759 2.111 0.741
H 2.779 -2.547 -2.820
H 3.037 2.275 3.595
H 2.722 1.135 -1.603
H -3.543 1.304 1.429
H -0.736 0.687 2.447
H -5.421 -1.476 -2.522
H -2.613 0.104 0.514
H -7.136 1.365 -1.161
H -4.629 0.034 -3.053
H -1.725 2.101 2.653
H 3.437 1.303 1.243
H 5.218 1.425 2.877
H -6.524 -3.632 -0.870
H 0.826 3.442 -1.130
H -0.373 0.038 -1.168
H -7.663 -0.545 0.314
H 1.466 -0.939 -4.607
H -8.844 -0.353 -0.990
H 1.057 -2.324 3.219
H -5.913 -2.194 -0.025
H 4.668 -1.054 -2.708
H -7.384 -3.020 0.555
H 2.870 2.083 -4.019
H 4.239 -0.892 4.576
H 2.918 -1.729 1.032
H 0.097 -1.810 1.859
H 0.075 2.010 -1.772
H 2.421 0.674 3.966
H -7.063 0.295 -2.568
H 1.329 2.852 -3.731
H 5.857 -0.813 3.692
H -0.618 -1.048 0.161
H 3.460 3.145 0.702
H 0.544 -1.608 -2.276
H 5.290 -2.532 -1.917
H 2.839 -1.152 2.654
H 3.070 -3.974 1.122
H -2.979 -0.154 2.225
H 3.100 -3.161 -1.164
H 4.729 -1.155 -0.968
H 2.907 2.860 -1.785
H 0.806 -2.641 -0.856
H -2.202 2.685 -0.432
H -3.903 -0.954 -1.769
```

The value obtained for the HOMO-LUMO gap is 7.7 eV. For the LUMO energy, the calculation gives -3.282 eV. Its total charge is +1.


ORCA calculation (ωB97M-V with the def2-TZVPD basis set) on a structure of composition C27H28BiN2Si.

Geometry as XYZ:
```
59
Properties=species:S:1:pos:R:3
Bi 0.200 -0.053 1.139
Si 0.783 -1.811 -1.999
N 1.010 0.902 3.035
N 0.609 2.428 0.786
C 1.713 0.605 5.307
C -2.584 -0.984 1.339
C -2.939 -4.511 -1.488
C 0.490 -0.445 -3.161
C 1.687 4.338 1.896
C 1.290 1.117 -4.811
C -1.955 -0.147 2.329
C -2.727 -3.870 -2.715
C 1.250 3.027 1.932
C 1.413 2.232 3.081
C -2.636 1.169 0.535
C -2.986 -0.169 0.261
C -0.726 -2.841 -1.816
C 0.029 1.716 -4.861
C -0.997 1.243 -4.036
C 2.414 4.131 4.218
C 2.150 1.920 5.371
C 2.287 -3.080 -2.150
C -1.964 1.217 1.798
C -0.919 -3.513 -0.598
C 1.141 0.116 4.137
C 2.001 2.766 4.255
C 2.241 4.897 3.070
C 1.529 0.023 -3.978
C -2.038 -4.326 -0.428
C -0.768 0.178 -3.164
C -1.605 -3.048 -2.896
H 1.318 -1.171 -0.740
H 2.611 2.315 6.268
H -2.923 2.045 -0.057
H -2.799 -2.047 1.465
H 2.880 4.552 5.113
H 2.859 -3.849 -2.720
H 2.533 5.949 3.070
H -3.799 -5.176 -1.357
H 0.787 -0.912 4.043
H 1.797 -0.074 6.152
H -1.719 -0.409 3.356
H -1.427 -2.568 -3.865
H -0.161 2.556 -5.537
H 2.096 1.517 -5.422
H 1.027 2.747 -0.088
H -3.544 -0.509 -0.613
H 1.909 -3.647 -1.281
H -1.760 2.110 2.401
H -2.188 -4.835 0.523
H 1.589 4.928 0.974
H -1.561 -0.160 -2.487
H 1.555 -2.877 -3.051
H -1.981 1.704 -4.062
H 3.003 -2.258 -1.910
H -0.207 -3.375 0.225
H -0.373 2.700 0.702
H 2.508 -0.462 -3.950
H -3.425 -4.021 -3.540
```

The value obtained for the HOMO-LUMO gap (spin up / spin down) is 4.0 / 4.3 eV. For the LUMO energy (spin up / spin down), the calculation gives -3.050 / -2.914 eV. Its total charge is +1. For the relative energy (zero: lowest compared OMol25 entry of this formula, charge and spin), the calculation gives 0.0 kJ/mol.


ORCA calculation (ωB97M-V with the def2-TZVPD basis set) on the molecule C3H6N4S.

Geometry as XYZ:
```
14
Properties=species:S:1:pos:R:3
S -0.841 0.370 -0.604
N -0.156 1.555 1.992
N -0.981 -0.865 -1.797
N 1.465 -1.340 -0.533
N 1.609 0.443 0.899
C -2.086 -0.644 -2.450
C 0.971 1.008 2.189
C 0.878 -0.213 -0.096
H -2.992 0.013 -2.175
H -0.563 1.839 3.039
H -2.310 -1.233 -3.338
H 1.596 0.892 3.094
H 0.892 -1.927 -1.195
H 2.518 0.102 0.974
```

The value obtained for the HOMO-LUMO gap is 9.3 eV. For the LUMO energy, the calculation gives 0.717 eV. Its total charge is 0. For the relative energy (zero: lowest compared OMol25 entry of this formula, charge and spin), the calculation gives 321.3 kJ/mol. As for the SMILES: [H]/N=C(/N/C=N/[H])SN=C.


These records have total energy values of -70307.55248; -20539.94556; -11896.48739; -97461.88064; -43693.01176; -59550.87643; -45139.60844; -20001.00588 eV, in the order they appear.